1.
ORCA calculation (ωB97M-V with the def2-TZVPD basis set) on a molecular structure, C10H13DyN2O6.

XYZ file:
```
32
Properties=species:S:1:pos:R:3:forces:R:3
O -0.413220 -5.082111 -3.130231 0.14 2.71 -0.11
C -0.353835 -3.943525 -3.146269 -0.18 -2.61 0.21
Dy -0.222935 -0.216996 -1.972033 -2.11 -1.55 1.19
O 2.714271 -2.318563 -1.917404 -3.45 1.92 -0.88
C 1.733923 -1.729315 -2.060539 4.74 -2.84 1.78
C 1.854379 0.927821 -2.514419 4.78 2.94 -2.10
O 2.752041 1.465725 -2.996555 -3.24 -1.92 1.95
C 0.078878 0.507439 -4.522617 -0.85 1.34 -3.29
O 0.264566 1.077162 -5.559130 -0.45 -0.84 2.65
C 0.839013 -0.873741 -4.208821 0.27 -2.05 -1.84
O 1.175678 -1.719385 -4.971781 -0.80 2.31 1.55
H -0.711228 0.853203 -3.659999 1.15 0.37 -2.28
C -2.649646 -0.112869 0.791828 0.18 -0.05 -0.17
N -1.632929 0.375253 1.737789 0.16 -0.13 -0.45
C -2.099763 0.742093 3.073744 -0.08 0.10 0.59
C -0.381458 0.531367 1.287989 0.14 0.11 0.17
O -0.189643 0.397120 0.004826 -0.18 0.04 1.07
N 0.697222 0.808155 2.029126 -0.43 -0.30 -0.52
C 0.751445 0.714743 3.485715 -0.11 0.03 0.55
C 1.974276 0.905419 1.323855 0.31 0.25 -0.19
H -3.610982 -0.142694 1.320653 0.37 -0.07 -0.39
H -2.395404 -1.131101 0.440073 -0.21 0.36 0.21
H -2.730873 0.562927 -0.079503 -0.14 -0.19 0.40
H -1.772915 0.018729 3.834006 -0.23 0.33 -0.26
H -1.764041 1.752839 3.338819 -0.21 -0.34 -0.08
H -3.190842 0.733222 3.044223 0.26 0.12 0.12
H 0.322604 -0.228053 3.844626 0.22 0.24 -0.11
H 1.802416 0.748370 3.768381 -0.21 -0.04 0.09
H 0.237054 1.559596 3.954661 0.27 -0.26 -0.02
H 2.262107 -0.044190 0.846937 -0.08 0.17 0.27
H 1.929754 1.680005 0.549169 0.06 -0.09 0.26
H 2.730083 1.181347 2.062875 -0.09 -0.04 -0.35
```
Forces are in eV/Å.

Results
spin multiplicity = 6
Kohn-Sham gap (spin up / spin down) = 6.63 / 6.21 eV
HOMO energy (spin up / spin down) = -15.85 / -15.47 eV
relative energy (zero: lowest compared OMol25 entry of this formula, charge and spin) = 4.0 kcal per mole
LUMO energy (spin up / spin down) = -9.23 / -9.26 eV
net charge = +2
<S²> = 9.737

---

2.
ORCA calculation (ωB97M-V with the def2-TZVPD basis set) on 3 unconnected molecules or ions with the total composition C2H10N4.

XYZ file:
```
16
Properties=species:S:1:pos:R:3:forces:R:3
C 0.912706 -1.431760 -1.056340 0.91 0.13 0.86
C 0.057373 -0.661140 -0.050156 -4.56 -0.63 -3.24
N -0.885342 -1.402213 0.547660 2.59 1.56 0.40
H -1.494356 -0.782110 1.087878 -0.32 -0.05 -0.23
H 0.861884 -0.063506 1.109501 2.24 4.78 2.44
H 1.245149 -2.363356 -0.596810 0.13 0.12 -0.08
H 0.319130 -1.682717 -1.937921 -0.17 0.24 0.24
H 1.766526 -0.835143 -1.384582 0.06 -0.14 0.05
N -0.276098 0.648355 -0.545339 0.67 -1.88 0.13
N 1.049157 1.182701 1.717482 -1.52 -4.13 -0.11
N -1.593122 1.017314 -0.723911 -0.40 0.32 0.01
H 0.436584 1.175444 -1.035834 -0.41 -0.24 0.08
H -1.895894 1.726821 -0.061013 0.00 -0.26 0.15
H 0.036877 1.267143 1.843350 0.85 0.95 0.08
H 1.648039 2.014494 1.731818 -0.31 -1.11 -0.64
H -2.188613 0.189671 -0.645784 0.22 0.35 -0.15
```
Forces are in eV/Å.

Results
spin multiplicity = 1
Kohn-Sham gap (spin up / spin down) = 7.64 / 7.64 eV
HOMO energy (spin up / spin down) = -8.06 / -8.06 eV
relative energy (zero: lowest compared OMol25 entry of this formula, charge and spin) = 122.3 kcal per mole
LUMO energy (spin up / spin down) = -0.42 / -0.42 eV

---

3.
ORCA calculation (ωB97M-V with the def2-TZVPD basis set) on a molecular structure, C29H48BrFeN3P2S.

XYZ file:
```
85
Properties=species:S:1:pos:R:3:forces:R:3
N -5.508717 3.734693 -3.943724 0.05 0.20 -0.02
C -5.593135 4.153411 -2.677980 0.12 -0.49 0.12
C -5.019814 3.454331 -1.609368 0.55 -0.43 -0.19
C -4.212037 2.311217 -1.899224 -0.82 -0.46 -0.74
C -4.223838 1.842690 -3.236567 0.00 0.59 -0.15
C -4.860962 2.600913 -4.219561 0.08 -0.42 0.63
C -3.290329 1.754317 -0.935064 -0.49 0.63 -0.36
Fe -0.884361 0.297543 0.014566 1.23 0.74 0.91
P 4.307450 -0.683685 0.101404 2.13 -1.12 -0.10
C -2.079876 1.113994 -1.331932 -0.99 1.18 -1.04
C -0.832180 1.949541 -1.170142 0.05 0.16 -0.21
C 0.284259 1.669638 -2.008176 -0.11 0.90 0.65
C 1.410755 2.493045 -1.908091 -0.49 0.69 0.08
C 1.378738 3.666677 -1.095291 -1.46 -2.60 0.13
C 0.355604 3.784872 -0.129132 0.38 0.62 0.22
C -0.752280 2.959437 -0.163827 -0.11 0.15 -0.88
Br 2.563109 4.995864 -1.368352 1.16 0.96 0.01
H -3.482701 2.095808 0.089528 0.50 0.13 -0.49
H -2.133688 0.530844 -2.263163 0.10 0.69 0.13
H -5.143890 3.823838 -0.592327 0.17 -0.08 -0.19
H -3.706026 0.928181 -3.526050 -0.10 0.29 0.07
H -6.136221 5.088286 -2.504318 0.14 -0.41 -0.06
H -4.824413 2.265751 -5.257995 -0.16 0.23 0.24
H 0.165450 0.929788 -2.804301 0.35 0.05 0.37
H -1.642083 3.191184 0.437203 0.72 -0.19 -0.16
H 2.276133 2.314346 -2.529781 -0.05 0.09 -0.18
H 0.429802 4.587414 0.624112 -0.19 -0.33 -0.62
P -1.307482 -1.752931 -0.510955 -0.39 -2.36 -0.57
C 5.167958 0.936383 0.212418 -0.24 0.15 0.31
C 6.666775 0.877362 -0.109461 -0.01 0.22 -0.06
H 5.031372 1.291807 1.245889 0.07 0.07 -0.25
H 4.636006 1.620618 -0.463862 0.21 0.18 0.24
H 7.085863 1.887389 -0.029220 0.01 -0.21 -0.07
H 7.194319 0.239144 0.604985 -0.11 0.03 -0.14
H 6.880137 0.507405 -1.122631 -0.16 0.07 0.28
C 3.651257 -0.610579 -1.591607 -0.29 0.27 -0.14
C 4.474847 -1.574836 -2.458466 -0.20 -0.08 -0.29
H 3.761348 0.425757 -1.942356 -0.23 -0.26 -0.18
H 2.583274 -0.865864 -1.580966 0.21 0.02 -0.22
H 4.042791 -1.651037 -3.461709 0.13 -0.01 0.05
H 5.512843 -1.230521 -2.566898 -0.31 -0.07 0.11
H 4.505872 -2.578508 -2.013385 -0.02 0.29 -0.12
C 3.040462 -0.647450 1.392149 -0.59 0.65 0.00
C 3.610506 -1.351947 2.632686 0.03 -0.08 0.20
H 2.146924 -1.159519 1.006697 0.03 0.02 0.08
H 2.800852 0.407700 1.586472 -0.38 -0.17 0.22
H 2.832714 -1.875448 3.196871 0.11 0.07 0.01
H 4.364263 -2.096695 2.338043 -0.28 0.20 0.10
H 4.101816 -0.639722 3.307278 -0.09 -0.15 -0.15
C -1.079486 -2.696566 1.035034 0.07 -0.05 0.24
C -1.456178 -4.176333 0.954178 0.05 -0.30 0.11
H -1.647444 -2.178459 1.827559 0.23 -0.32 -0.48
H -0.017347 -2.575228 1.297357 -0.13 -0.04 -0.01
H -2.537423 -4.334468 1.054861 0.26 0.09 -0.10
H -1.129390 -4.642473 0.013381 -0.05 0.12 0.27
H -0.967178 -4.716621 1.771824 -0.14 0.01 -0.17
C 0.026781 -2.312534 -1.633456 0.34 -0.26 0.21
C -0.252380 -2.370483 -3.135253 -0.01 -0.07 -0.21
H 0.321397 -3.299059 -1.249658 0.07 0.12 -0.21
H 0.872719 -1.628894 -1.452265 -0.20 -0.40 0.02
H -1.214232 -2.838057 -3.375347 0.26 0.06 0.06
H -0.228033 -1.376197 -3.599083 -0.08 -0.17 0.11
H 0.534291 -2.968023 -3.615026 -0.23 0.20 0.08
C -2.864040 -2.384376 -1.221191 -0.07 0.17 -0.27
C -4.136332 -2.057694 -0.434546 -0.21 -0.04 -0.01
H -2.743462 -3.471737 -1.356521 -0.01 0.34 0.02
H -2.922188 -1.941906 -2.226949 -0.09 -0.18 0.18
H -4.308242 -0.976244 -0.375356 0.06 -0.18 0.03
H -5.001662 -2.501122 -0.947270 0.25 0.14 0.16
H -4.126912 -2.460192 0.586780 0.09 0.09 -0.22
S -2.285884 0.759023 1.613956 -0.74 0.47 1.55
C -1.306912 0.445424 2.992283 -0.09 -1.01 1.13
N -0.283189 1.216655 3.361640 -0.63 0.29 -0.46
C 0.364556 1.006986 4.657705 -0.05 0.23 0.15
C 0.523193 -0.485638 4.858174 0.65 -0.40 0.13
C -0.780764 -1.248004 4.724004 -0.43 -0.19 0.75
N -1.627907 -0.642042 3.710613 -0.27 0.52 -1.20
H -0.243077 2.126583 2.901164 0.15 -0.46 0.23
H -0.253031 1.458921 5.447589 0.14 -0.10 -0.14
H 1.332049 1.519122 4.642260 -0.20 -0.18 0.02
H 0.944454 -0.683352 5.849555 -0.04 0.05 -0.21
H 1.242223 -0.868728 4.123983 -0.10 0.17 0.12
H -1.344225 -1.250272 5.666934 0.19 -0.03 -0.16
H -0.606788 -2.294948 4.441762 0.05 0.25 0.10
H -2.427382 -1.165502 3.324879 0.67 0.44 0.59
```
Forces are in eV/Å.

Results
spin multiplicity = 5
Kohn-Sham gap (spin up / spin down) = 5.02 / 4.98 eV
HOMO energy (spin up / spin down) = -12.18 / -12.17 eV
relative energy (zero: lowest compared OMol25 entry of this formula, charge and spin) = 47.6 kcal per mole
LUMO energy (spin up / spin down) = -7.15 / -7.20 eV
net charge = +2
<S²> = 6.191

---

4.
ORCA calculation (ωB97M-V with the def2-TZVPD basis set) on 4 unconnected molecules or ions with the total composition C6H10N2O.

XYZ file:
```
19
Properties=species:S:1:pos:R:3:forces:R:3
C -2.461003 -0.482313 0.088717 2.03 0.55 0.68
C -0.310315 0.046312 -0.493944 -3.80 2.03 3.80
C -0.313058 1.405258 0.194023 -0.20 -5.54 -2.76
C -0.338085 2.388917 0.834004 1.27 8.29 1.51
C 0.844477 -0.364568 -1.120162 5.16 0.44 -0.97
C 0.624543 -1.093997 0.145926 -1.75 -2.51 0.96
H -2.212155 -1.246175 0.845936 0.75 -0.12 -0.61
H -2.357662 0.461799 0.667659 -0.70 -0.42 -0.67
H -3.433842 -0.752848 -0.174358 -1.53 0.21 -1.09
H -0.079261 3.657610 0.887221 -1.16 -4.77 0.29
H 0.589125 -0.823470 -2.025556 0.41 -1.22 -1.34
H 3.239586 0.203643 -0.719481 -5.03 1.29 -2.06
H 1.808988 1.121164 -2.255080 1.22 -1.72 4.55
H 0.092592 -2.091208 -0.080070 0.98 1.55 0.64
H 1.567774 0.288871 1.507031 -0.26 -5.11 0.38
H 0.859393 -1.849711 2.496851 1.83 3.14 -3.99
N 1.886953 0.674398 -1.095405 3.39 0.27 -3.11
N 1.533829 -1.143835 1.375159 -2.64 3.36 0.97
O -1.541883 -0.399850 -1.078473 0.02 0.29 2.81
```
Forces are in eV/Å.

Results
spin multiplicity = 1
Kohn-Sham gap = 8.51 eV
HOMO energy = -8.50 eV
relative energy (zero: lowest compared OMol25 entry of this formula, charge and spin) = 294.7 kcal per mole
LUMO energy = 0.01 eV

---

5.
ORCA calculation (ωB97M-V with the def2-TZVPD basis set) on C6H10N2O2 in the gas phase.

XYZ file:
```
20
Properties=species:S:1:pos:R:3:forces:R:3
N -1.256646 -2.242912 0.981935 -1.10 -0.98 1.15
C -0.311091 -1.599174 0.272089 1.93 -0.50 -1.69
O 0.315332 -2.179773 -0.612970 -0.19 0.70 1.19
C 0.007350 -0.187406 0.720763 -0.51 0.17 0.07
C 1.492562 0.178339 0.647160 0.20 -0.34 -0.33
O 1.520061 1.596624 0.585848 0.02 0.28 0.12
C 0.411176 2.033175 -0.163779 -0.04 0.13 0.03
C 0.484643 1.848521 -1.695630 0.16 0.20 -0.20
N -0.407955 0.671412 -1.609148 -0.18 0.13 -0.05
C -0.631492 0.890294 -0.167461 -0.13 0.07 -0.02
H -2.140903 -1.784651 1.154737 0.32 -0.27 0.48
H -1.128433 -3.242076 1.165980 -0.57 0.72 -0.71
H -0.359764 -0.058026 1.750802 0.16 0.03 -0.29
H 2.069200 -0.140407 1.522519 -0.16 0.11 -0.16
H 1.947142 -0.260678 -0.255651 -0.22 0.04 0.22
H 0.115254 3.025210 0.193008 0.12 -0.23 -0.07
H 0.062293 2.698170 -2.250856 0.12 -0.15 0.11
H 1.487929 1.623457 -2.087484 -0.27 0.04 0.10
H -1.247248 0.735748 -2.173497 0.17 -0.06 0.06
H -1.660094 1.147746 0.115899 0.19 -0.09 0.00
```
Forces are in eV/Å.

Results
spin multiplicity = 1
Kohn-Sham gap = 9.65 eV
HOMO energy = -8.93 eV
relative energy (zero: lowest compared OMol25 entry of this formula, charge and spin) = 39.0 kcal per mole
LUMO energy = 0.72 eV

---

Among the records above, which one has the lowest relative energy (zero: lowest compared OMol25 entry of this formula, charge and spin)? C10H13DyN2O6